ORCA calculation (wB97M-V/def2-TZVPD) on a single C7H14O2Si molecule.

Properties
LUMO energy	0.7192	eV
ΔE to the lowest compared entry with this formula, charge and spin	3.769	eV
Kohn-Sham gap	10.7	eV
charge	0
E_tot	-19456.6139	eV
E_HOMO	-9.9811	eV
F_max	3.36	eV/A
structure (SMILES)	C=C(C)C(=O)OC(C)(C)[SiH3]
molar mass	158.3	u

Atoms and positions in Å:
C: 2.392 -1.837 0.157
C: 2.428 -0.542 -0.059
C: 1.198 0.216 0.036
C: 3.684 0.245 -0.213
C: -1.212 1.070 1.340
C: -1.572 1.520 -1.107
C: -1.284 0.425 -0.003
O: 1.215 1.444 0.056
O: 0.029 -0.461 -0.089
Si: -2.455 -1.066 -0.103
H: 3.375 -2.335 0.176
H: 1.536 -2.519 0.462
H: 3.500 1.013 -1.021
H: 4.059 0.792 0.764
H: 4.420 -0.425 -0.614
H: -0.566 0.516 2.069
H: -2.263 1.106 1.800
H: -0.695 1.993 1.295
H: -2.276 2.216 -0.625
H: -1.956 1.141 -1.989
H: -0.736 2.126 -1.259
H: -2.387 -1.615 -1.426
H: -3.835 -0.773 0.108
H: -2.002 -2.170 0.670



ORCA calculation (wB97M-V/def2-TZVPD) on a single C21H33N3O4 molecule.

Properties
LUMO energy	0.5523	eV
ΔE to the lowest compared entry with this formula, charge and spin	1.829	eV
Kohn-Sham gap	8.3	eV
charge	0
E_tot	-34972.9094	eV
E_HOMO	-7.7419	eV
F_max	0.77	eV/A
structure (SMILES)	CCOC(=O)[C@H]1CCCN(c2c(NCCCN3CCC[C@H](C)C3)c(=O)c2=O)C1
molar mass	391.5	u

Atoms and positions in Å:
C: -0.398 3.287 0.593
C: -1.426 2.779 1.591
H: -1.835 3.599 2.185
H: -2.236 2.256 1.072
O: -0.860 1.892 2.565
C: -0.538 0.668 2.176
O: -0.706 0.242 1.059
C: 0.055 -0.121 3.335
C: -0.293 -1.613 3.262
C: 0.393 -2.299 2.079
H: -0.032 -1.911 1.153
C: 1.896 -2.015 2.114
N: 2.151 -0.593 2.167
C: 2.338 0.159 1.066
C: 2.427 -0.047 -0.314
N: 2.247 -1.100 -1.135
H: 1.717 -1.878 -0.765
C: 2.099 -0.882 -2.561
H: 2.167 -1.859 -3.047
H: 2.932 -0.261 -2.893
C: 0.782 -0.190 -2.931
H: 0.809 0.846 -2.594
H: 0.689 -0.181 -4.017
C: -0.442 -0.874 -2.310
N: -1.657 -0.215 -2.752
C: -2.238 -0.760 -3.961
C: -3.015 -2.066 -3.735
C: -4.075 -1.862 -2.656
C: -3.427 -1.324 -1.379
C: -4.460 -1.063 -0.290
H: -5.000 -1.976 -0.045
H: -3.974 -0.697 0.612
H: -5.180 -0.316 -0.619
C: -2.662 -0.036 -1.724
H: -2.173 0.360 -0.833
H: -3.373 0.714 -2.089
H: -2.708 -2.064 -1.010
H: -4.591 -2.804 -2.451
H: -4.818 -1.142 -3.009
H: -3.479 -2.380 -4.672
H: -2.326 -2.855 -3.423
H: -1.443 -0.916 -4.693
H: -2.923 -0.005 -4.362
H: -0.386 -0.777 -1.224
H: -0.428 -1.947 -2.563
C: 2.784 1.360 -0.562
O: 3.089 2.010 -1.535
C: 2.610 1.596 0.923
O: 2.593 2.542 1.683
C: 1.589 0.051 3.330
H: 2.002 -0.422 4.228
H: 1.858 1.108 3.325
H: 2.331 -2.458 3.017
H: 2.406 -2.439 1.248
H: 0.217 -3.375 2.121
H: 0.028 -2.086 4.194
H: -1.375 -1.735 3.178
H: -0.338 0.316 4.257
H: -0.839 4.077 -0.007
H: 0.474 3.676 1.112
H: -0.079 2.485 -0.069



ORCA calculation (wB97M-V/def2-TZVPD) on a molecular structure, C9H7F9O5S2Yb.

Properties
LUMO energy	-9.9376	eV
Kohn-Sham gap	7.0	eV
charge	+2
E_tot	-97310.1899	eV
E_HOMO	-16.9843	eV
F_max	10.14	eV/A
molar mass	603.3	u

Atoms and positions in Å:
C: 4.350 0.075 1.402
S: 2.736 -0.542 0.610
O: 3.123 -1.579 -0.479
O: 1.978 -1.290 1.776
C: 1.817 0.957 -0.028
C: 0.695 0.931 -1.000
C: -0.085 -0.254 -1.801
C: -0.379 -1.626 -0.978
C: -1.493 -1.466 0.259
F: -1.483 -2.841 0.898
F: -0.907 -0.580 1.277
C: -3.008 -1.211 -0.213
F: -3.130 -1.576 -1.675
F: -3.888 -2.219 0.491
S: -3.778 0.446 0.020
F: -4.129 0.473 -1.693
F: -2.376 1.346 -0.328
F: -3.576 0.493 1.714
F: -5.313 -0.356 0.258
F: -4.628 1.929 0.140
C: 0.427 2.576 -1.142
O: -0.565 3.217 -1.796
O: 1.449 3.440 -0.503
C: 2.155 2.499 0.413
O: 2.869 3.024 1.412
H: 5.030 0.418 0.508
H: 4.170 0.909 2.217
H: 4.877 -0.823 1.988
H: -1.110 0.183 -2.232
H: 0.542 -0.547 -2.773
H: -0.726 -2.440 -1.781
H: 0.570 -2.116 -0.457
Yb: 3.787 -1.450 3.496



ORCA calculation (wB97M-V/def2-TZVPD) on a molecular structure, C19H20F6N4O2PtSbSe.

Properties
LUMO energy (alpha / beta)	-7.2068 / -10.0771	eV
ΔE to the lowest compared entry with this formula, charge and spin	0.000	eV
Kohn-Sham gap (alpha / beta)	7.7 / 4.9	eV
charge	+2
E_tot	-121500.2180	eV
E_HOMO (alpha / beta)	-14.9540 / -15.0159	eV
F_max	2.32	eV/A
molar mass	846.2	u
multiplicity	6

Atoms and positions in Å:
Pt: 0.787 -0.029 -0.421
C: -1.671 -3.613 0.913
C: -0.622 -2.598 0.664
N: -0.734 -1.694 -0.298
N: -1.762 -1.628 -1.058
C: -1.871 -0.429 -1.783
O: -0.968 0.433 -1.751
C: -3.089 -0.274 -2.530
C: -4.015 -1.329 -2.619
C: -5.153 -1.172 -3.381
C: -5.385 0.034 -4.034
C: -4.476 1.090 -3.938
C: -3.336 0.944 -3.185
C: 0.514 -2.426 1.552
C: 0.736 -3.275 2.624
C: 1.680 -2.926 3.581
C: 2.384 -1.748 3.433
C: 2.171 -0.981 2.288
N: 1.271 -1.321 1.381
H: -2.415 -3.595 0.126
H: -2.162 -3.364 1.859
H: -1.242 -4.611 1.006
H: -3.829 -2.253 -2.091
H: -5.870 -1.978 -3.464
H: -6.288 0.161 -4.619
H: -4.673 2.018 -4.455
H: -2.625 1.754 -3.092
H: 0.157 -4.181 2.731
H: 1.842 -3.557 4.444
H: 3.091 -1.412 4.178
H: 2.735 -0.075 2.107
Se: 4.589 -1.570 -3.026
C: 3.305 -0.815 -2.091
N: 2.477 -0.300 -1.456
F: -0.721 0.508 1.102
Sb: -2.280 0.493 2.456
F: -3.682 0.496 3.653
F: -1.147 1.658 3.379
F: -2.872 1.874 1.339
F: -1.306 -0.976 3.149
F: -3.018 -0.768 1.254
C: 0.402 4.247 -1.473
C: -0.569 4.090 -0.295
C: 0.175 3.147 0.624
O: 0.975 2.286 -0.240
C: 1.034 2.868 -1.581
H: 1.160 4.996 -1.247
H: -0.093 4.531 -2.399
H: -1.508 3.633 -0.611
H: -0.790 5.033 0.198
H: -0.453 2.550 1.265
H: 0.885 3.663 1.278
H: 0.471 2.224 -2.260
H: 2.079 2.868 -1.889



Question: What is the charge in the first record?
Answer: 0